(1)
{
  "formula": "C48H42AsBrN6O2PPt",
  "method": "wB97M-V/def2-TZVPD",
  "symbols": ["Pt", "C", "N", "C", "C", "N", "C", "C", "C", "C", "C", "C", "N", "C", "N", "C", "C", "C", "C", "C", "C", "N", "H", "H", "H", "H", "H", "H", "H", "H", "H", "H", "H", "H", "H", "H", "H", "Br", "C", "C", "C", "C", "C", "N", "C", "O", "O", "H", "H", "H", "C", "C", "As", "C", "C", "C", "C", "C", "C", "C", "C", "C", "C", "C", "C", "P", "C", "C", "C", "C", "C", "C", "C", "C", "C", "C", "C", "C", "H", "H", "H", "H", "H", "H", "H", "H", "H", "H", "H", "H", "H", "H", "H", "H", "H", "H", "H", "H", "H", "H", "H", "H"],
  "coordinates": [[1.5935, 0.7084, -0.7985], [3.0039, 3.4271, 1.0599], [1.5842, 2.9786, 0.9722], [1.4857, 1.5022, 2.9664], [2.0024, 0.2583, 2.2929], [2.3482, 0.0410, 1.0275], [2.8748, -1.2626, 0.9868], [3.3894, -2.0013, -0.0791], [3.8095, -3.2831, 0.1988], [3.7329, -3.8286, 1.4951], [3.2432, -3.1011, 2.5583], [2.8227, -1.8076, 2.2634], [2.2619, -0.8171, 3.0582], [3.6256, 3.0752, -0.2807], [3.4212, 1.9518, -0.9617], [4.1813, 2.0652, -2.1226], [4.3125, 1.1889, -3.1991], [5.1416, 1.5833, -4.2253], [5.8246, 2.8147, -4.1899], [5.7028, 3.6862, -3.1298], [4.8630, 3.2774, -2.0979], [4.4839, 3.8858, -0.9115], [3.0535, 4.4992, 1.2418], [3.5288, 2.9002, 1.8584], [1.0185, 3.5500, 0.1445], [2.3309, 2.0380, 3.4064], [0.8518, 1.1968, 3.8014], [3.4874, -1.5870, -1.0746], [4.2264, -3.8868, -0.5955], [4.0819, -4.8383, 1.6608], [3.2026, -3.5081, 3.5590], [2.1666, -0.8564, 4.0627], [3.7965, 0.2353, -3.2225], [5.2841, 0.9341, -5.0781], [6.4637, 3.0801, -5.0205], [6.2296, 4.6297, -3.1068], [4.7786, 4.7971, -0.5960], [0.6257, -1.5651, -2.7766], [0.4409, 0.2091, -3.4296], [-0.0585, 0.4390, -4.6928], [-0.1558, 1.7555, -5.1289], [0.2156, 2.7840, -4.2779], [0.6586, 2.4864, -3.0013], [0.8083, 1.2088, -2.6108], [0.9645, 3.6253, -2.0240], [1.8312, 4.4182, -2.3216], [0.2754, 3.5968, -0.9318], [-0.3408, -0.3935, -5.3202], [-0.5237, 1.9691, -6.1233], [0.1562, 3.8218, -4.5746], [-0.6511, -1.1057, 1.0198], [-1.8952, -1.3018, 1.8636], [-1.9600, -3.2187, 2.4441], [-3.7921, -3.2207, 3.0804], [-4.0516, -4.0404, 4.1772], [-5.3338, -4.1281, 4.7030], [-6.3640, -3.3926, 4.1410], [-6.1160, -2.5705, 3.0482], [-4.8378, -2.4868, 2.5206], [-2.1406, -3.8923, 0.6151], [-0.9556, -4.1452, -0.0818], [-0.9838, -4.5936, -1.3949], [-2.2009, -4.8147, -2.0250], [-3.3833, -4.6012, -1.3296], [-3.3546, -4.1437, -0.0181], [-0.4341, 0.4784, 0.1446], [-1.9184, 0.6932, -0.8590], [-2.3973, 1.9416, -1.2611], [-3.5010, 2.0182, -2.0958], [-4.1243, 0.8604, -2.5422], [-3.6452, -0.3825, -2.1527], [-2.5485, -0.4746, -1.3115], [-0.5059, 1.8065, 1.4777], [0.7041, 2.5328, 2.0778], [0.3728, 3.6754, 2.9727], [-0.8810, 3.9262, 3.4125], [-1.9220, 3.1015, 2.9437], [-1.7426, 2.0914, 1.9773], [-0.6227, -1.8090, 0.1793], [0.2513, -1.3133, 1.5951], [-2.7958, -1.0573, 1.3031], [-1.8789, -0.7031, 2.7782], [-3.2510, -4.6167, 4.6261], [-5.5258, -4.7731, 5.5496], [-7.3626, -3.4589, 4.5515], [-6.9256, -2.0092, 2.6006], [-4.6741, -1.8594, 1.6515], [0.0017, -4.0403, 0.4228], [-0.0591, -4.8118, -1.9157], [-2.2279, -5.1905, -3.0391], [-4.3334, -4.8078, -1.8049], [-4.2856, -4.0019, 0.5142], [-1.8997, 2.8500, -0.9537], [-3.8722, 2.9870, -2.4020], [-4.9864, 0.9271, -3.1924], [-4.1294, -1.2882, -2.4930], [-2.2072, -1.4619, -1.0253], [1.6668, 2.0918, 0.4454], [1.2054, 4.2825, 3.3150], [-1.0913, 4.7355, 4.0978], [-2.9240, 3.2660, 3.3273], [-2.6160, 1.5682, 1.6101]],
  "atomic_forces_ev_per_a": [[0.393, 0.196, 0.871], [-0.113, -0.223, 0.039], [0.551, 0.195, 0.484], [-0.106, 0.011, 0.013], [0.029, 0.089, 0.101], [-0.167, -0.414, -0.044], [0.068, -0.021, -0.059], [-0.001, 0.027, -0.052], [0.015, -0.033, 0.022], [-0.009, 0.040, 0.016], [0.069, 0.001, -0.089], [-0.071, 0.009, 0.087], [0.164, 0.130, -0.046], [-0.019, -0.032, 0.183], [-0.236, -0.076, -0.431], [0.076, -0.035, -0.028], [-0.012, 0.009, -0.006], [0.009, 0.019, 0.007], [0.002, 0.015, 0.002], [-0.002, -0.069, -0.021], [0.019, 0.051, -0.029], [0.056, -0.120, 0.055], [0.023, -0.001, -0.040], [0.050, 0.034, -0.005], [-0.603, 0.185, -0.423], [0.013, -0.042, 0.021], [-0.053, 0.029, -0.022], [-0.049, 0.011, 0.014], [0.005, -0.004, -0.003], [0.000, -0.006, -0.002], [-0.019, -0.008, 0.002], [-0.023, -0.009, -0.005], [-0.007, 0.005, 0.006], [-0.005, -0.002, -0.003], [0.006, 0.002, 0.001], [0.000, 0.011, -0.001], [-0.024, 0.019, -0.005], [0.001, 0.317, -0.248], [0.039, -0.065, -0.092], [0.048, -0.016, 0.013], [0.060, -0.032, 0.099], [-0.045, 0.002, 0.027], [-0.153, 0.318, -0.301], [-0.039, -0.100, 0.443], [0.466, -0.175, -0.189], [-0.087, -0.087, 0.015], [-0.307, -0.075, 0.069], [-0.018, 0.005, -0.004], [-0.001, 0.002, -0.012], [-0.017, -0.007, -0.025], [0.057, 0.179, 0.178], [0.031, 0.046, 0.021], [-0.152, 0.071, -0.122], [0.003, -0.121, 0.099], [0.013, 0.033, -0.015], [0.017, -0.020, 0.015], [-0.028, 0.030, -0.004], [-0.026, -0.046, 0.033], [0.051, 0.041, -0.057], [0.064, -0.123, -0.044], [0.000, -0.086, 0.087], [0.007, 0.000, -0.066], [-0.017, -0.005, 0.005], [0.018, 0.025, -0.055], [-0.013, 0.088, 0.037], [-0.217, -0.286, -0.248], [0.047, -0.129, 0.098], [0.044, 0.054, -0.043], [0.016, 0.021, 0.003], [-0.017, -0.004, -0.009], [-0.008, -0.005, -0.001], [0.018, 0.012, -0.007], [-0.062, 0.176, -0.097], [0.110, -0.188, -0.087], [-0.073, -0.013, 0.111], [0.100, -0.038, -0.070], [-0.128, 0.008, 0.040], [0.126, 0.011, 0.004], [0.005, -0.035, 0.040], [0.016, -0.003, -0.043], [-0.027, -0.016, 0.020], [0.040, 0.020, -0.026], [-0.003, -0.006, -0.003], [0.003, 0.000, 0.007], [-0.004, -0.008, -0.009], [0.007, 0.020, 0.002], [-0.005, 0.008, 0.000], [0.002, 0.009, -0.005], [0.015, -0.015, 0.011], [-0.002, 0.005, -0.008], [-0.010, -0.014, 0.009], [-0.017, -0.013, 0.012], [0.047, 0.032, 0.047], [-0.003, 0.005, 0.005], [-0.002, 0.004, -0.001], [0.008, -0.006, -0.002], [0.000, -0.021, 0.012], [-0.035, 0.234, -0.276], [0.028, -0.014, -0.006], [0.001, 0.002, 0.009], [-0.016, 0.018, -0.011], [-0.002, -0.020, 0.003]],
  "e_homo_ha": -0.5456,
  "gap_ev": 3.601,
  "charge": 3,
  "lumo_energy_ev": -11.24,
  "e_above_lowest_ev": 2.293,
  "total_energy_ev": -206886.6409
}



(2)
{
  "formula": "C25H40MnN8O4PS3Se",
  "method": "wB97M-V/def2-TZVPD",
  "symbols": ["Mn", "N", "C", "C", "N", "C", "C", "N", "H", "H", "H", "H", "H", "H", "H", "H", "H", "H", "H", "H", "H", "N", "C", "C", "C", "C", "C", "C", "S", "O", "O", "N", "C", "N", "C", "C", "C", "N", "H", "H", "H", "H", "H", "H", "H", "H", "H", "Se", "C", "C", "C", "N", "C", "C", "H", "H", "H", "H", "C", "C", "C", "O", "P", "S", "S", "O", "C", "C", "C", "H", "H", "H", "H", "H", "H", "H", "H", "H", "H", "H", "H", "H", "H"],
  "coordinates": [[0.2173, 0.4257, 0.0101], [-1.1931, 0.2042, 1.4872], [-0.7051, -0.2540, 2.7910], [0.5514, 0.5223, 3.1252], [1.4781, 0.4703, 2.0030], [2.5292, -0.5391, 2.0264], [1.9683, -1.9136, 1.6805], [1.0891, -1.7996, 0.5242], [-1.6908, 1.0867, 1.5366], [-1.8132, -0.4959, 1.0886], [-0.5146, -1.3219, 2.6976], [-1.4456, -0.1304, 3.5914], [0.9981, 0.1856, 4.0716], [0.2792, 1.5641, 3.2579], [1.8983, 1.3824, 1.8704], [3.0577, -0.5731, 2.9912], [3.2439, -0.2523, 1.2515], [1.4052, -2.3315, 2.5188], [2.8100, -2.5949, 1.5060], [0.2467, -2.3646, 0.6101], [1.5576, -2.0615, -0.3346], [-0.3349, -6.2767, -5.0998], [-0.7845, -5.3714, -4.1380], [0.0585, -4.3672, -3.6658], [-0.3639, -3.5086, -2.6694], [-1.6393, -3.6318, -2.1329], [-2.4902, -4.6145, -2.6137], [-2.0696, -5.4766, -3.6109], [-2.1292, -2.6217, -0.7594], [-3.5721, -2.5483, -0.7887], [-1.5586, -3.1988, 0.4506], [-1.3684, -1.2457, -0.9476], [-1.7348, -0.3191, -1.8533], [-2.5299, -0.5299, -2.8988], [-2.7559, 0.5295, -3.6645], [-2.2060, 1.7788, -3.4381], [-1.3443, 1.8934, -2.3562], [-1.1101, 0.8564, -1.5673], [0.4215, -5.9424, -5.6748], [-1.0621, -6.7181, -5.6388], [1.0472, -4.2466, -4.0912], [0.2828, -2.7060, -2.3408], [-3.4922, -4.6816, -2.2141], [-2.7448, -6.2335, -3.9908], [-3.4037, 0.3626, -4.5205], [-2.4078, 2.6170, -4.0858], [-0.8260, 2.8107, -2.1134], [0.0410, 3.0640, 0.3595], [-0.0963, 3.8254, 2.0934], [-1.0858, 3.5382, 3.0453], [-1.1245, 4.2165, 4.2500], [-0.2661, 5.1680, 4.6077], [0.6718, 5.4553, 3.7077], [0.7972, 4.8366, 2.4780], [-1.8537, 2.8022, 2.8415], [-1.9059, 3.9787, 4.9668], [1.3764, 6.2344, 3.9844], [1.5909, 5.1368, 1.8064], [3.3038, 4.6091, -1.5410], [4.2413, 3.4785, -1.1722], [4.0524, 2.9692, 0.2436], [4.2028, 2.3821, -2.0982], [2.9959, 1.5256, -2.7522], [1.7469, 2.5342, -3.8321], [2.1842, 0.2279, -1.4260], [3.9149, 0.6184, -3.7119], [5.1874, -0.0043, -3.4661], [5.4137, -0.5030, -2.0509], [6.2858, 0.9397, -3.9273], [3.5063, 5.4539, -0.8775], [2.2621, 4.3308, -1.4152], [3.4629, 4.9173, -2.5728], [5.2705, 3.8436, -1.2886], [3.0354, 2.5972, 0.3636], [4.2083, 3.7840, 0.9526], [4.7599, 2.1698, 0.4643], [5.1674, -0.8760, -4.1319], [5.4481, 0.3170, -1.3368], [6.3733, -1.0249, -2.0288], [4.6285, -1.1864, -1.7397], [6.3038, 1.8275, -3.2976], [6.1090, 1.2505, -4.9554], [7.2573, 0.4464, -3.8719]],
  "atomic_forces_ev_per_a": [[0.474, 0.480, 0.983], [-0.613, -0.214, 0.011], [-0.132, 0.007, 0.112], [0.064, -0.073, 0.049], [0.362, 0.205, -0.504], [0.035, -0.018, 0.050], [0.113, -0.047, -0.001], [-0.223, 0.016, -0.276], [0.001, 0.012, 0.097], [-0.096, 0.087, -0.001], [0.052, -0.023, 0.032], [0.003, 0.031, -0.097], [0.023, -0.114, -0.117], [-0.024, 0.077, 0.103], [-0.042, 0.021, -0.021], [-0.055, 0.000, -0.018], [-0.013, -0.022, 0.027], [0.014, 0.078, 0.010], [-0.086, 0.012, 0.019], [0.070, -0.072, -0.039], [0.012, 0.024, 0.016], [0.046, -0.107, -0.036], [-0.017, 0.049, -0.007], [0.018, 0.029, 0.014], [-0.104, 0.108, -0.037], [0.165, -0.234, 0.163], [-0.058, 0.088, 0.029], [-0.005, 0.029, 0.025], [-0.242, 0.067, -0.270], [0.153, 0.045, 0.012], [0.116, -0.103, -0.055], [-0.350, -0.609, 0.192], [0.414, 0.283, 0.043], [-0.111, -0.031, 0.044], [-0.012, 0.170, -0.147], [-0.019, -0.017, 0.054], [0.027, -0.165, -0.056], [-0.014, -0.262, -0.314], [-0.032, 0.007, -0.021], [0.014, 0.030, -0.029], [0.033, -0.024, -0.015], [0.050, 0.031, 0.066], [-0.035, -0.016, 0.039], [-0.014, -0.048, -0.002], [-0.011, 0.007, 0.010], [0.017, 0.018, -0.034], [-0.036, 0.012, -0.094], [0.085, 0.143, 0.001], [0.068, 0.257, 0.237], [-0.041, -0.048, -0.274], [-0.089, -0.052, 0.044], [-0.046, 0.015, 0.107], [0.140, 0.074, -0.037], [0.013, -0.158, -0.071], [-0.016, -0.007, -0.025], [0.020, 0.015, 0.015], [-0.010, 0.006, 0.015], [0.004, -0.013, -0.041], [0.008, 0.077, 0.110], [0.129, -0.021, -0.071], [-0.090, 0.074, 0.011], [-0.055, -0.099, -0.094], [0.001, -0.212, 0.006], [-0.016, 0.196, -0.087], [0.234, 0.059, 0.151], [-0.120, -0.053, -0.035], [-0.032, 0.040, -0.138], [0.050, -0.049, 0.017], [0.011, -0.001, 0.030], [0.035, 0.025, -0.017], [-0.109, -0.090, 0.006], [-0.016, 0.003, -0.022], [-0.078, -0.058, 0.065], [-0.064, -0.022, 0.015], [0.012, 0.028, 0.036], [0.020, -0.039, -0.009], [0.018, 0.088, 0.059], [0.001, 0.062, 0.008], [0.012, -0.019, 0.012], [-0.027, -0.033, -0.013], [-0.001, 0.017, 0.029], [-0.023, 0.011, -0.045], [0.043, -0.039, -0.002]],
  "e_homo_ha": [-0.1787, -0.1660],
  "gap_ev": [7.412, 7.065],
  "multiplicity": 2,
  "charge": -1,
  "lumo_energy_ev": [2.55, 2.55],
  "e_above_lowest_ev": 0.950,
  "total_energy_ev": -185152.2869
}



(3)
{
  "formula": "C10H16SSi",
  "method": "wB97M-V/def2-TZVPD",
  "symbols": ["C", "Si", "C", "C", "C", "S", "C", "C", "C", "C", "C", "C", "H", "H", "H", "H", "H", "H", "H", "H", "H", "H", "H", "H", "H", "H", "H", "H"],
  "coordinates": [[-0.4557, 1.3153, -3.1849], [0.2129, 1.3223, -1.4522], [1.0459, 2.8334, -0.7144], [-1.2522, 1.0019, -0.4161], [1.4758, -0.0847, -1.2641], [2.1341, -0.1982, 0.3942], [0.8359, -1.0273, 1.2617], [0.1042, -0.5411, 2.3559], [-0.8451, -1.2936, 3.0616], [-1.1733, -2.5884, 2.6589], [-0.4277, -3.0689, 1.6041], [0.5505, -2.3360, 0.9222], [0.1943, 1.9095, -3.8271], [-1.5526, 1.4844, -3.3084], [-0.3288, 0.2647, -3.4826], [0.4074, 3.7164, -0.8846], [1.9792, 2.9495, -1.2007], [1.0756, 2.5748, 0.3626], [-1.1230, 1.5950, 0.4837], [-1.3681, -0.0074, -0.1902], [-2.1532, 1.4569, -0.8181], [2.3733, -0.0718, -1.8427], [0.9380, -1.0387, -1.3694], [0.3149, 0.4950, 2.5690], [-1.2719, -0.8611, 3.9059], [-1.9214, -3.1440, 3.0959], [-0.8259, -3.9791, 1.2187], [1.0569, -2.6788, 0.0609]],
  "atomic_forces_ev_per_a": [[-0.059, -0.517, -0.434], [0.296, 0.242, 0.015], [-1.836, -0.340, -0.047], [-0.265, 1.882, 0.482], [-1.354, -0.439, 0.469], [0.358, 0.518, 1.352], [-0.901, -0.940, 1.030], [0.493, 0.466, -0.354], [1.086, -0.210, -1.273], [2.543, 2.439, -0.822], [-0.580, -0.104, -0.931], [-0.790, 0.031, 0.509], [-0.421, 0.092, -0.398], [1.023, 0.435, 0.161], [0.088, 0.097, -0.194], [0.351, -0.183, 0.204], [1.209, 0.417, 0.011], [0.465, 0.468, -0.594], [0.149, -0.339, 0.620], [-0.586, -1.717, 0.554], [-0.183, -0.343, -0.478], [0.315, 0.029, -0.907], [0.307, 0.157, -0.654], [-0.218, 0.174, 0.646], [-0.917, 0.763, 1.239], [-1.458, -1.122, 0.962], [0.532, -0.918, -0.491], [0.353, -1.035, -0.676]],
  "smiles": "C[Si](C)(C)CSc1ccccc1",
  "e_homo_ha": -0.3025,
  "gap_ev": 8.995,
  "lumo_energy_ev": 0.76,
  "e_above_lowest_ev": 0.770,
  "total_energy_ev": -29342.4217
}